No. 1
The following is a DFT calculation (the ωB97M-V functional and the def2-TZVPD basis) of a cluster of 8 separate species, C56H55BF10INO6 in total in a non-equilibrium geometry.

The HOMO energy comes out at -9.0619 eV. As for the SMILES: CCCCCC[C@@]1(COC(F)(F)F)C(=O)O[C@](I)(N=C=O)[C@@H]1B(O)OC.Fc1ccccc1.Fc1ccccc1.Fc1ccccc1.Fc1ccccc1.Fc1ccccc1.Fc1ccccc1.Fc1ccccc1.

ORCA input file:
```
! RIJCOSX wB97M-V def2-TZVPD def2/J DEFGRID3
* xyz 0 1
C -6.716 1.618 -0.219
C -5.807 0.693 -1.076
C -4.971 1.597 -1.992
C -4.261 0.867 -3.150
C -3.873 1.910 -4.249
C -2.448 1.699 -4.807
C -1.438 2.915 -4.761
C -0.146 2.369 -4.155
O -0.319 2.099 -2.754
C 0.796 1.663 -2.155
F 0.540 1.540 -0.853
F 1.186 0.463 -2.594
F 1.822 2.519 -2.265
C -1.048 3.156 -6.253
O -0.431 2.426 -6.957
O -1.525 4.349 -6.740
C -2.323 4.950 -5.760
I -4.397 4.513 -6.427
N -2.216 6.403 -5.839
C -3.050 7.030 -5.189
O -3.705 7.664 -4.479
C -1.904 4.336 -4.410
B -0.792 5.170 -3.573
O -0.634 4.827 -2.253
O -0.047 6.230 -4.047
C 0.730 5.999 -5.230
H -7.141 1.050 0.610
H -7.546 2.010 -0.816
H -6.168 2.484 0.158
H -6.483 0.075 -1.672
H -5.180 0.110 -0.406
H -5.668 2.320 -2.439
H -4.250 2.194 -1.424
H -4.935 0.134 -3.594
H -3.362 0.390 -2.752
H -4.081 2.914 -3.887
H -4.571 1.738 -5.071
H -2.487 1.321 -5.830
H -2.002 0.894 -4.220
H 0.741 2.976 -4.364
H 0.043 1.409 -4.645
H -2.787 4.484 -3.773
H 0.296 4.821 -2.006
H 1.588 6.672 -5.180
H 1.133 4.985 -5.304
H 0.185 6.282 -6.133
F -4.816 0.597 1.849
C -3.804 -0.027 2.489
C -3.438 -1.296 2.085
C -2.394 -1.933 2.740
C -1.741 -1.298 3.786
C -2.124 -0.024 4.181
C -3.164 0.623 3.526
H -3.965 -1.774 1.269
H -2.091 -2.923 2.433
H -0.927 -1.796 4.296
H -1.615 0.461 4.998
H -3.475 1.620 3.811
F -1.276 -3.336 0.282
C -0.881 -4.621 0.177
C -1.723 -5.625 0.614
C -1.310 -6.944 0.496
C -0.066 -7.241 -0.043
C 0.767 -6.216 -0.473
C 0.357 -4.895 -0.370
H -2.686 -5.375 1.040
H -1.963 -7.742 0.826
H 0.254 -8.271 -0.130
H 1.738 -6.446 -0.891
H 0.987 -4.083 -0.706
F -1.348 -5.708 3.841
C -0.062 -5.507 4.194
C 0.250 -4.432 5.001
C 1.573 -4.228 5.366
C 2.561 -5.092 4.912
C 2.226 -6.167 4.097
C 0.903 -6.382 3.738
H -0.535 -3.768 5.339
H 1.832 -3.393 6.004
H 3.593 -4.929 5.195
H 2.993 -6.835 3.741
H 0.620 -7.216 3.109
F 7.005 0.183 1.448
C 6.348 1.026 0.629
C 6.915 2.249 0.329
C 6.237 3.114 -0.518
C 5.004 2.750 -1.044
C 4.449 1.518 -0.727
C 5.126 0.644 0.112
H 7.873 2.515 0.756
H 6.672 4.072 -0.767
H 4.477 3.429 -1.702
H 3.490 1.236 -1.133
H 4.714 -0.324 0.365
F 0.059 0.380 6.254
C -0.076 -0.224 7.455
C -1.207 -0.978 7.703
C -1.337 -1.602 8.936
C -0.347 -1.459 9.899
C 0.780 -0.694 9.629
C 0.923 -0.074 8.396
H -1.970 -1.072 6.942
H -2.213 -2.202 9.144
H -0.453 -1.945 10.859
H 1.550 -0.579 10.379
H 1.796 0.521 8.162
F 3.577 -8.929 3.536
C 3.406 -9.579 4.707
C 2.269 -10.341 4.890
C 2.098 -11.010 6.093
C 3.054 -10.902 7.093
C 4.188 -10.127 6.890
C 4.371 -9.462 5.686
H 1.532 -10.405 4.100
H 1.215 -11.616 6.249
H 2.916 -11.422 8.032
H 4.932 -10.038 7.670
H 5.251 -8.859 5.504
F 2.836 8.061 -6.077
C 2.655 8.791 -7.200
C 3.025 8.251 -8.416
C 2.832 9.001 -9.567
C 2.284 10.274 -9.486
C 1.923 10.799 -8.252
C 2.104 10.052 -7.097
H 3.456 7.260 -8.455
H 3.110 8.590 -10.528
H 2.138 10.857 -10.386
H 1.499 11.792 -8.188
H 1.822 10.438 -6.127
*
```

---

No. 2
The following is a DFT calculation (the ωB97M-V functional and the def2-TZVPD basis) of the molecule C4H6N2O2 in a non-equilibrium geometry.

The HOMO energy comes out at -7.6401 eV. The relative energy (zero: lowest compared OMol25 entry of this formula, charge and spin) is 93.2 kcal/mol. As for the SMILES: Nc1coc(O)c1N.

ORCA input file:
```
! RIJCOSX wB97M-V def2-TZVPD def2/J DEFGRID3
* xyz 0 1
N 0.047 0.933 2.225
C 0.376 0.492 0.879
C 1.138 1.281 -0.025
O 1.213 0.743 -1.405
C 0.248 -0.281 -1.222
O 0.170 -1.024 -2.354
C -0.358 -0.422 -0.097
N -1.507 -1.225 -0.029
H -0.861 0.241 2.419
H 0.898 0.860 2.834
H 1.694 2.186 0.172
H 1.108 -1.013 -2.735
H -2.408 -0.690 0.083
H -1.759 -2.082 -0.747
*
```

---

No. 3
The following is a DFT calculation (the ωB97M-V functional and the def2-TZVPD basis) of a structure of composition C32H42N10O2PS2Sc.

The HOMO energy comes out at -13.0322 eV. The relative energy (zero: lowest compared OMol25 entry of this formula, charge and spin) is 0.3 kcal/mol.

ORCA input file:
```
! RIJCOSX wB97M-V def2-TZVPD def2/J DEFGRID3
* xyz 2 1
Sc 1.063 -1.557 -0.014
C 4.135 1.806 0.123
C 3.291 0.621 -0.191
N 2.384 0.140 0.578
N 2.134 0.724 1.802
C 1.150 0.074 2.386
O 0.596 -0.977 1.848
C 0.660 0.538 3.694
C -0.174 -0.288 4.444
C -0.647 0.141 5.673
C -0.297 1.397 6.152
C 0.535 2.224 5.405
C 1.018 1.796 4.180
C 3.451 -0.120 -1.467
C 4.405 0.218 -2.410
C 4.498 -0.530 -3.578
C 3.634 -1.593 -3.768
C 2.704 -1.868 -2.779
N 2.608 -1.156 -1.658
H 3.848 2.228 1.080
H 4.029 2.564 -0.657
H 5.188 1.520 0.158
H -0.438 -1.265 4.063
H -1.286 -0.504 6.262
H -0.669 1.731 7.111
H 0.809 3.200 5.781
H 1.670 2.429 3.595
H 5.072 1.050 -2.238
H 5.240 -0.281 -4.324
H 3.672 -2.202 -4.659
H 2.007 -2.693 -2.887
N -1.878 -2.932 -1.788
C -0.954 -3.818 -1.394
N 0.159 -3.503 -0.751
C 0.914 -4.654 -0.487
C 0.376 -5.804 -0.929
S -1.131 -5.504 -1.715
C 2.152 -4.474 0.271
C 3.066 -5.407 0.601
S 4.290 -4.714 1.598
C 3.503 -3.185 1.496
N 2.408 -3.195 0.758
N 4.001 -2.091 2.106
H -1.762 -1.947 -1.596
H -2.740 -3.242 -2.200
H 0.751 -6.808 -0.821
H 3.088 -6.453 0.345
H 4.748 -2.203 2.770
H 3.408 -1.285 2.239
O -0.318 -0.406 -0.955
P -1.408 0.671 -0.872
N -0.785 2.132 -1.212
C 0.424 2.664 -0.547
C 0.169 4.166 -0.485
C -0.635 4.423 -1.758
C -1.576 3.222 -1.825
N -2.540 0.276 -1.987
C -3.962 0.699 -1.878
C -4.369 0.993 -3.319
C -3.502 0.032 -4.128
C -2.159 0.097 -3.410
N -2.110 0.682 0.589
C -2.750 -0.516 1.173
C -3.361 -0.010 2.484
C -3.535 1.492 2.260
C -2.292 1.859 1.462
H 1.306 2.444 -1.157
H 0.570 2.217 0.438
H 1.091 4.742 -0.435
H -0.429 4.409 0.397
H 0.027 4.426 -2.626
H -1.177 5.366 -1.744
H -1.859 2.972 -2.848
H -2.491 3.419 -1.257
H -4.073 1.564 -1.225
H -4.557 -0.115 -1.458
H -4.127 2.026 -3.576
H -5.435 0.850 -3.480
H -3.421 0.301 -5.179
H -3.910 -0.980 -4.072
H -1.567 0.946 -3.764
H -1.557 -0.802 -3.543
H -2.014 -1.304 1.350
H -3.518 -0.901 0.496
H -2.664 -0.178 3.305
H -4.293 -0.519 2.722
H -3.612 2.051 3.191
H -4.429 1.693 1.666
H -1.429 1.980 2.125
H -2.411 2.769 0.877
*
```

---

No. 4
The following is a DFT calculation (the ωB97M-V functional and the def2-TZVPD basis) of a structure of composition C20H27ClCrN4O5.

The HOMO energy (alpha / beta) comes out at -7.5976 / -7.6785 eV. The relative energy (zero: lowest compared OMol25 entry of this formula, charge and spin) is 0.0 kcal/mol. Its expectation value of S² is 6.01.

ORCA input file:
```
! RIJCOSX wB97M-V def2-TZVPD def2/J DEFGRID3
* xyz 0 5
Cr -1.399 0.333 0.441
O -5.038 -0.061 -0.372
Cl -4.045 0.887 0.116
O -4.137 2.135 -0.674
O -4.311 1.200 1.530
O -1.435 -1.590 0.060
N 2.094 -0.390 0.255
C 2.713 0.001 -1.022
C 1.630 0.498 -1.970
C 0.954 1.769 -1.470
C -0.429 2.001 -2.049
N -1.393 0.965 -1.602
H 2.806 -0.689 0.912
H 1.498 -1.199 0.088
H 3.247 -0.828 -1.497
H 3.442 0.793 -0.829
H 0.905 -0.314 -2.073
H 2.047 0.666 -2.967
H 1.587 2.635 -1.682
H 0.852 1.720 -0.383
H -0.402 2.053 -3.140
H -0.822 2.951 -1.686
H -1.340 0.122 -2.171
H -2.335 1.345 -1.736
C -1.849 4.482 1.777
C -1.121 3.174 1.785
O -1.415 2.289 0.978
N -0.162 2.986 2.700
C 0.558 1.722 2.817
C -0.279 0.600 3.390
C -0.395 0.423 4.758
C -1.138 -0.640 5.246
C -1.725 -1.509 4.343
C -1.565 -1.268 2.991
N -0.859 -0.232 2.520
H -2.441 4.543 0.868
H -1.161 5.324 1.848
H -2.529 4.512 2.629
H 0.034 3.728 3.349
H 1.413 1.900 3.467
H 0.942 1.410 1.844
H 0.097 1.110 5.435
H -1.250 -0.789 6.312
H -2.309 -2.356 4.674
H -2.008 -1.910 2.240
C -0.651 -2.130 -0.777
C 0.128 -2.624 -1.561
C 1.040 -3.183 -2.518
C 0.673 -3.339 -3.859
C 1.567 -3.855 -4.784
C 2.846 -4.229 -4.395
C 3.223 -4.083 -3.067
C 2.331 -3.567 -2.139
H -0.325 -3.051 -4.163
H 1.261 -3.969 -5.816
H 3.541 -4.633 -5.119
H 4.216 -4.375 -2.751
H 2.624 -3.463 -1.101
*
```